[1]
Below is a cluster of 2 separate species, C4H12 in total, with properties calculated with ωB97M-V with the def2-TZVPD basis set.

Properties
multiplicity	1
structure (SMILES)	CC.CC

Each line ends with the Mulliken charge.
CARTESIAN COORDINATES (ANGSTROEM)
C -1.192 1.591 1.521  -0.83
C -2.033 0.602 0.683  -0.74
H -1.412 2.676 1.401  0.28
H -1.603 1.487 2.545  0.26
H -0.109 1.536 1.455  0.28
H -1.870 -0.450 0.938  0.24
H -1.689 0.714 -0.357  0.19
H -3.085 0.871 0.696  0.32
C 1.706 -1.728 -0.675  -0.76
C 1.546 -0.483 -1.525  -0.64
H 0.775 -2.067 -0.209  0.24
H 2.257 -2.471 -1.287  0.27
H 2.214 -1.373 0.217  0.25
H 2.431 0.133 -1.723  0.30
H 1.288 -0.865 -2.519  0.28
H 0.581 0.013 -1.235  0.05



[2]
Below is a cluster of 2 separate species, C4H12 in total, with properties calculated with ωB97M-V with the def2-TZVPD basis set.

Properties
multiplicity	1
structure (SMILES)	CC.CC

Each line ends with the Mulliken charge.
CARTESIAN COORDINATES (ANGSTROEM)
C 1.217 -0.187 2.088  -0.84
C 0.270 -1.034 1.248  -0.49
H 0.910 0.124 3.085  0.29
H 2.190 -0.665 2.222  0.26
H 1.445 0.723 1.524  0.25
H 0.786 -1.743 0.610  0.28
H -0.344 -0.381 0.634  -0.12
H -0.543 -1.471 1.831  0.34
C 0.038 0.738 -1.612  -0.72
C -1.484 0.430 -1.707  -0.89
H 0.336 1.352 -2.441  0.35
H 0.140 1.110 -0.599  0.13
H 0.642 -0.173 -1.627  0.25
H -1.776 -0.492 -1.251  0.29
H -1.927 1.333 -1.290  0.25
H -1.899 0.335 -2.715  0.35



[3]
Below is a cluster of 2 separate species, C4H12 in total, with properties calculated with ωB97M-V with the def2-TZVPD basis set.

Properties
multiplicity	1
structure (SMILES)	CC.CC

Each line ends with the Mulliken charge.
CARTESIAN COORDINATES (ANGSTROEM)
C 1.284 1.924 0.504  -0.91
C 0.076 2.013 -0.311  -0.40
H 2.240 2.115 -0.010  0.27
H 1.337 2.512 1.353  0.35
H 1.460 0.897 0.852  0.22
H -0.687 2.627 0.274  0.24
H -0.439 0.956 -0.457  -0.11
H 0.277 2.472 -1.275  0.27
C -1.185 -2.544 -0.051  -1.10
C -0.233 -1.489 -0.350  -0.57
H -0.687 -3.216 0.590  0.37
H -1.885 -2.295 0.862  0.25
H -1.846 -2.696 -0.875  0.34
H -0.705 -0.657 -0.910  0.22
H 0.764 -1.488 -0.878  0.40
H 0.230 -1.131 0.683  0.15



[4]
Below is a cluster of 2 separate species, C4H12 in total, with properties calculated with ωB97M-V with the def2-TZVPD basis set.

Properties
multiplicity	1
structure (SMILES)	CC.CC

Each line ends with the Mulliken charge.
CARTESIAN COORDINATES (ANGSTROEM)
C 0.281 -0.788 -2.192  -0.69
C -1.254 -0.801 -2.496  -1.07
H 0.944 -1.371 -2.770  0.39
H 0.621 0.288 -2.226  0.21
H 0.477 -1.295 -1.206  0.14
H -1.871 -0.234 -1.815  0.32
H -1.682 -1.663 -2.192  0.38
H -1.424 -0.758 -3.532  0.32
C 0.572 0.460 1.685  -0.83
C 0.381 1.167 2.962  -0.93
H 0.780 -0.613 1.743  0.31
H -0.268 0.726 1.097  0.25
H 1.397 0.696 1.074  0.37
H 0.554 2.247 2.846  0.26
H 1.122 0.721 3.706  0.24
H -0.522 1.027 3.518  0.31



[5]
Below is a cluster of 2 separate species, C4H12 in total, with properties calculated with ωB97M-V with the def2-TZVPD basis set.

Properties
multiplicity	1
structure (SMILES)	CC.CC

Each line ends with the Mulliken charge.
CARTESIAN COORDINATES (ANGSTROEM)
C -1.649 0.737 0.228  -0.43
C -1.721 2.259 0.286  -0.93
H -0.662 0.288 0.256  -0.10
H -1.959 0.427 1.229  0.26
H -2.289 0.351 -0.548  0.33
H -1.553 2.653 1.296  0.28
H -2.712 2.617 0.036  0.26
H -0.982 2.903 -0.206  0.31
C 1.252 -1.499 -0.871  -0.75
C 2.244 -1.470 0.276  -0.76
H 0.630 -2.417 -0.883  0.27
H 0.436 -0.769 -0.858  0.08
H 1.579 -1.506 -1.917  0.34
H 1.706 -1.650 1.210  0.26
H 2.821 -0.550 0.229  0.26
H 2.860 -2.372 0.237  0.32



[6]
Below is a cluster of 2 separate species, C4H12 in total, with properties calculated with ωB97M-V with the def2-TZVPD basis set.

Properties
multiplicity	1
structure (SMILES)	CC.CC

Each line ends with the Mulliken charge.
CARTESIAN COORDINATES (ANGSTROEM)
C 1.826 -0.153 0.493  -0.61
C 1.764 -1.498 -0.180  -0.84
H 2.261 0.647 -0.124  0.29
H 0.865 0.309 0.699  0.00
H 2.442 0.036 1.378  0.34
H 0.863 -2.054 0.085  0.25
H 2.568 -2.120 0.229  0.32
H 1.865 -1.502 -1.261  0.29
C -1.817 0.997 -0.943  -0.79
C -1.791 0.653 0.567  -0.85
H -1.122 1.790 -1.203  0.28
H -1.500 0.087 -1.439  0.24
H -2.853 1.217 -1.179  0.31
H -2.234 1.416 1.207  0.30
H -2.342 -0.278 0.719  0.26
H -0.798 0.454 0.953  0.21



[7]
Below is a cluster of 2 separate species, C4H12 in total, with properties calculated with ωB97M-V with the def2-TZVPD basis set.

Properties
multiplicity	1
structure (SMILES)	CC.CC

Each line ends with the Mulliken charge.
CARTESIAN COORDINATES (ANGSTROEM)
C 0.854 -0.052 -2.794  -0.83
C 1.724 0.411 -1.556  -0.77
H 0.038 0.687 -2.894  0.23
H 1.578 -0.096 -3.562  0.30
H 0.313 -0.893 -2.543  0.31
H 1.105 1.000 -0.960  0.22
H 2.567 1.218 -1.831  0.27
H 2.189 -0.421 -0.974  0.26
C -0.911 -0.691 2.751  -0.71
C -1.755 0.081 1.471  -0.80
H 0.308 -0.521 2.640  0.22
H -1.005 0.149 3.686  0.20
H -1.303 -1.643 2.873  0.29
H -1.100 0.253 0.744  0.08
H -2.098 0.932 1.888  0.32
H -2.505 -0.414 1.060  0.41



[8]
Below is a cluster of 2 separate species, C4H12 in total, with properties calculated with ωB97M-V with the def2-TZVPD basis set.

Properties
multiplicity	1
structure (SMILES)	CC.CC

Each line ends with the Mulliken charge.
CARTESIAN COORDINATES (ANGSTROEM)
C 1.534 0.077 0.123  -0.58
C 2.866 -0.500 0.044  -1.03
H 1.585 1.184 -0.110  0.25
H 0.910 -0.370 -0.793  0.18
H 0.830 -0.041 0.927  0.23
H 3.563 -0.350 0.886  0.31
H 2.764 -1.490 -0.256  0.30
H 3.495 -0.103 -0.754  0.30
C -2.204 -0.167 0.547  -0.66
C -2.210 0.597 -0.648  -0.80
H -2.483 -1.184 0.304  0.24
H -1.197 -0.306 1.054  0.10
H -2.780 0.140 1.376  0.35
H -2.869 1.433 -0.684  0.34
H -2.462 -0.053 -1.571  0.24
H -1.275 1.103 -0.778  0.21



[9]
Below is a cluster of 2 separate species, C4H12 in total, with properties calculated with ωB97M-V with the def2-TZVPD basis set.

Properties
multiplicity	1
structure (SMILES)	CC.CC

Each line ends with the Mulliken charge.
CARTESIAN COORDINATES (ANGSTROEM)
C 1.215 1.726 -0.754  -0.73
C 2.180 0.819 -1.482  -0.83
H 1.238 2.770 -1.037  0.34
H 0.208 1.321 -0.829  0.15
H 1.360 1.725 0.326  0.26
H 3.209 1.012 -1.198  0.28
H 1.951 -0.248 -1.451  0.27
H 2.218 1.066 -2.545  0.27
C -1.317 -0.786 0.649  -0.75
C -2.044 -1.743 1.581  -0.99
H -0.878 -1.248 -0.229  0.30
H -1.991 0.004 0.306  0.30
H -0.507 -0.246 1.137  0.25
H -2.796 -2.313 1.031  0.29
H -1.365 -2.441 2.051  0.31
H -2.605 -1.180 2.324  0.29



[10]
Below is a cluster of 2 separate species, C4H12 in total, with properties calculated with ωB97M-V with the def2-TZVPD basis set.

Properties
multiplicity	1
structure (SMILES)	CC.CC

Each line ends with the Mulliken charge.
CARTESIAN COORDINATES (ANGSTROEM)
C -1.639 0.765 1.101  -0.32
C -2.196 1.293 -0.256  -0.86
H -1.566 1.484 1.941  0.31
H -2.052 -0.146 1.433  0.29
H -0.580 0.585 0.902  -0.22
H -1.430 1.303 -1.017  0.28
H -3.067 0.837 -0.771  0.30
H -2.458 2.307 -0.043  0.25
C 1.914 -1.629 -0.921  -0.81
C 1.919 -0.460 0.073  -0.52
H 0.866 -1.972 -0.921  0.26
H 2.246 -1.349 -1.934  0.25
H 2.561 -2.450 -0.635  0.27
H 2.753 0.266 -0.010  0.31
H 1.718 -0.676 1.140  0.30
H 1.020 0.163 -0.091  -0.10



[11]
Below is a cluster of 2 separate species, C4H12 in total, with properties calculated with ωB97M-V with the def2-TZVPD basis set.

Properties
multiplicity	1
structure (SMILES)	CC.CC

Each line ends with the Mulliken charge.
CARTESIAN COORDINATES (ANGSTROEM)
C -1.233 -2.453 0.180  -0.81
C -0.280 -1.927 1.270  -0.82
H -2.261 -2.114 0.282  0.26
H -0.850 -2.155 -0.798  0.25
H -1.253 -3.538 0.219  0.30
H -0.575 -0.934 1.615  0.23
H 0.743 -1.801 0.943  0.26
H -0.459 -2.555 2.133  0.33
C 0.607 2.778 -0.253  -0.82
C 0.910 1.595 -1.181  -0.57
H -0.083 2.506 0.536  0.29
H 1.501 3.109 0.272  0.25
H 0.295 3.620 -0.863  0.26
H 1.946 1.278 -1.325  0.30
H 0.616 1.790 -2.217  0.29
H 0.354 0.710 -0.867  0.00



[12]
Below is a cluster of 2 separate species, C4H12 in total, with properties calculated with ωB97M-V with the def2-TZVPD basis set.

Properties
multiplicity	1
structure (SMILES)	CC.CC

Each line ends with the Mulliken charge.
CARTESIAN COORDINATES (ANGSTROEM)
C -2.523 0.365 1.033  -0.84
C -1.241 0.904 1.676  -0.51
H -3.181 1.129 0.613  0.28
H -2.275 -0.378 0.279  0.25
H -3.206 -0.105 1.742  0.27
H -1.010 0.240 2.504  0.24
H -0.430 0.855 0.952  0.01
H -1.257 1.921 2.042  0.30
C 1.668 -1.257 -1.760  -0.80
C 2.068 0.027 -0.994  -0.79
H 1.339 -0.966 -2.746  0.26
H 2.507 -1.916 -1.840  0.29
H 0.958 -1.842 -1.181  0.25
H 3.132 0.192 -0.987  0.34
H 1.853 -0.087 0.072  0.18
H 1.599 0.918 -1.406  0.26



[13]
Below is a cluster of 2 separate species, C4H12 in total, with properties calculated with ωB97M-V with the def2-TZVPD basis set.

Properties
multiplicity	1
structure (SMILES)	CC.CC

Each line ends with the Mulliken charge.
CARTESIAN COORDINATES (ANGSTROEM)
C 1.686 -0.952 0.926  -0.69
C 1.880 -1.682 -0.427  -0.88
H 1.692 0.132 0.743  0.17
H 0.712 -1.276 1.281  0.21
H 2.488 -1.142 1.608  0.35
H 1.796 -2.796 -0.257  0.28
H 2.737 -1.364 -1.011  0.30
H 1.014 -1.649 -1.087  0.27
C -1.210 1.497 0.310  -0.68
C -2.273 1.126 -0.746  -0.89
H -1.322 2.524 0.614  0.35
H -1.301 0.739 1.068  0.23
H -0.197 1.386 -0.080  0.13
H -2.205 1.906 -1.525  0.27
H -3.240 1.450 -0.338  0.27
H -2.256 0.102 -1.079  0.32



[14]
Below is a cluster of 2 separate species, C4H12 in total, with properties calculated with ωB97M-V with the def2-TZVPD basis set.

Properties
multiplicity	1
structure (SMILES)	CC.CC

Each line ends with the Mulliken charge.
CARTESIAN COORDINATES (ANGSTROEM)
C 2.282 -0.188 0.476  -0.87
C 1.997 -1.626 0.507  -0.77
H 1.539 0.454 1.089  0.20
H 3.232 0.279 0.764  0.36
H 2.118 0.343 -0.424  0.31
H 2.118 -2.247 -0.387  0.28
H 0.941 -1.904 0.717  0.26
H 2.821 -2.154 1.154  0.22
C -1.626 1.248 -0.036  -0.82
C -2.650 0.500 -0.931  -0.88
H -0.659 0.971 -0.311  0.13
H -1.666 2.256 -0.191  0.40
H -1.765 1.141 1.029  0.32
H -3.620 0.722 -0.664  0.33
H -2.526 0.747 -2.035  0.24
H -2.537 -0.541 -0.756  0.28



[15]
Below is a cluster of 2 separate species, C4H12 in total, with properties calculated with ωB97M-V with the def2-TZVPD basis set.

Properties
multiplicity	1
structure (SMILES)	CC.CC

Each line ends with the Mulliken charge.
CARTESIAN COORDINATES (ANGSTROEM)
C -1.664 -1.329 -0.046  -0.94
C -1.294 -0.623 1.255  -0.62
H -2.448 -2.077 0.058  0.33
H -1.971 -0.541 -0.744  0.26
H -0.872 -1.871 -0.567  0.29
H -1.302 -1.368 2.059  0.28
H -2.083 0.084 1.493  0.24
H -0.349 -0.092 1.248  0.11
C 1.345 1.656 -0.274  -0.74
C 1.645 0.281 -0.922  -0.47
H 2.248 2.217 -0.067  0.31
H 0.682 2.259 -0.896  0.25
H 0.667 1.438 0.550  0.20
H 0.859 -0.458 -0.809  -0.05
H 1.740 0.388 -2.012  0.29
H 2.609 -0.016 -0.526  0.26



[16]
Below is a cluster of 2 separate species, C4H12 in total, with properties calculated with ωB97M-V with the def2-TZVPD basis set.

Properties
multiplicity	1
structure (SMILES)	CC.CC

Each line ends with the Mulliken charge.
CARTESIAN COORDINATES (ANGSTROEM)
C 1.609 -0.836 0.422  -0.73
C 2.487 -1.487 -0.663  -0.84
H 1.910 -1.234 1.392  0.32
H 1.601 0.246 0.560  0.34
H 0.558 -1.060 0.240  0.11
H 2.106 -1.242 -1.651  0.27
H 2.367 -2.561 -0.556  0.27
H 3.487 -1.079 -0.580  0.28
C -1.884 0.417 -0.005  -0.62
C -2.219 1.894 0.230  -0.95
H -1.734 0.021 1.010  0.24
H -2.677 -0.144 -0.482  0.34
H -0.916 0.309 -0.475  0.11
H -2.343 2.392 -0.746  0.26
H -1.370 2.377 0.702  0.28
H -3.159 2.110 0.727  0.31



What energy above the lowest of the compared OMol25 structures with the same formula, charge and spin values result from the calculations? In sequence: 16.4, 12.5, 45.1, 27.2, 15.5, 11.0, 60.4, 28.2, 3.7, 14.9, 8.6, 7.5, 12.1, 25.8, 8.8, 7.1 kcal per mole.
What Kohn-Sham gap values result from the calculations? In sequence: 12.5, 12.7, 11.4, 12.4, 12.3, 12.6, 12.3, 12.2, 12.7, 12.5, 12.8, 12.8, 12.5, 12.1, 12.7, 12.7 eV.